[1]
112
Properties=species:S:1:pos:R:3:mulliken_charge:R:1 method="wB97M-V/def2-TZVPD" e_tot_ha=-3939.879917 molar_mass_da=689.24 charge=+1 homo_ev=-10.949 relative_energy_kj_mol=208.1
Zn 0.128 -0.264 0.407 3.9340
C 3.408 0.721 0.106 -0.8288
O 3.236 2.128 0.189 0.0987
O 2.149 0.099 0.268 -0.4399
C 4.248 0.368 -1.193 0.4167
F 3.877 1.041 -2.339 -0.2755
F 5.569 0.639 -0.937 -0.2956
F 4.243 -0.897 -1.501 -0.2478
C 4.389 2.951 0.254 -0.4868
C 3.947 4.287 0.920 -1.1770
H 3.120 4.735 0.370 0.2744
H 3.598 4.207 1.950 0.2640
H 4.610 5.136 0.755 0.4351
H 5.005 3.200 -0.610 0.3464
H 5.126 2.501 0.919 0.2992
H 4.024 0.398 0.946 0.4004
C -0.057 -3.548 -1.737 -0.9707
C 0.728 -2.202 -1.794 0.4995
C 1.250 -1.871 -3.199 -1.1798
O -0.104 -1.211 -1.373 1.4939
H 0.669 -4.361 -1.697 0.4766
H -0.792 -3.773 -2.509 0.1746
H -0.524 -3.596 -0.753 -0.0692
H 1.546 -2.202 -1.075 0.0188
H 0.480 -1.899 -3.970 0.1257
H 2.035 -2.518 -3.590 0.4685
H 1.738 -0.898 -3.143 0.1357
H -0.834 -1.225 -1.998 -1.0584
C -0.603 1.775 -3.148 -1.2752
C 0.257 1.921 -1.877 1.0367
C 0.873 3.333 -1.410 -0.9959
O -0.478 1.427 -0.738 1.0157
H -0.243 2.215 -4.078 0.4211
H -1.600 2.196 -3.017 0.1948
H -0.768 0.707 -3.292 -0.0251
H 1.173 1.337 -1.968 -0.6768
H 1.798 3.525 -1.954 0.5252
H 1.053 3.506 -0.350 -0.2482
H 0.265 4.194 -1.689 0.4890
H -1.058 2.169 -0.555 -0.5084
C 0.687 2.934 2.947 -1.0659
C 0.750 1.375 3.044 0.9197
C 0.582 0.713 4.438 -1.4178
O -0.217 0.907 2.145 -0.9887
H -0.352 3.264 2.943 0.3067
H 1.376 3.323 2.197 -0.1644
H 1.112 3.222 3.909 0.5720
H 1.752 1.103 2.709 -0.1507
H 0.742 -0.349 4.251 0.1055
H -0.305 0.994 5.006 0.3407
H 1.396 1.047 5.081 0.5068
H -1.046 1.354 2.331 0.1576
C -4.060 4.298 -0.994 -1.3428
C -2.515 4.550 -0.722 0.4841
C -2.288 5.768 0.228 -1.2814
O -2.103 3.406 -0.114 -0.2165
H -4.044 3.422 -1.642 0.2393
H -4.811 5.053 -1.228 0.4116
H -4.577 4.020 -0.076 0.3276
H -1.997 4.557 -1.681 0.3755
H -1.803 5.442 1.149 0.2824
H -3.281 6.114 0.516 0.4036
H -1.674 6.543 -0.232 0.3036
H -2.168 3.607 0.823 -0.1144
C -3.951 -1.954 1.142 -1.3562
C -3.179 -1.046 0.200 1.2155
C -4.074 0.041 -0.432 -1.9030
O -2.141 -0.489 0.960 -0.6407
H -3.748 -1.767 2.197 0.1565
H -3.783 -2.999 0.882 0.3554
H -5.025 -1.794 1.052 0.5120
H -2.747 -1.561 -0.658 -0.3087
H -4.737 -0.467 -1.132 0.6395
H -3.663 0.769 -1.131 0.1277
H -4.621 0.773 0.162 0.5215
H -2.638 0.213 1.385 0.1961
C -0.166 -4.348 2.009 -1.5564
C -0.639 -2.910 1.984 1.1739
C -0.984 -2.417 3.460 -1.4590
O 0.375 -2.111 1.473 0.7146
H 0.663 -4.598 2.672 0.3316
H 0.078 -4.730 1.017 0.2485
H -1.005 -4.920 2.404 0.4935
H -1.509 -2.918 1.327 -0.3749
H -1.497 -1.455 3.453 0.1656
H -0.073 -2.305 4.049 0.0846
H -1.640 -2.995 4.111 0.4949
H 1.194 -2.436 1.855 -0.6368
C 4.119 -4.733 2.559 -1.3863
C 3.971 -3.395 3.331 0.3531
C 4.597 -2.271 2.499 -1.0753
O 2.646 -2.899 3.404 -0.3403
H 5.086 -5.208 2.724 0.3940
H 3.970 -4.616 1.486 0.2890
H 3.402 -5.500 2.852 0.3683
H 4.445 -3.310 4.309 0.4023
H 4.589 -1.376 3.119 0.3215
H 4.068 -2.101 1.561 -0.0357
H 5.561 -2.560 2.080 0.4966
H 2.430 -2.984 4.336 0.1836
C -3.297 -2.443 -5.504 -1.3774
C -2.618 -1.367 -4.590 0.2413
C -3.627 -0.256 -4.195 -0.8528
O -2.175 -1.946 -3.421 -0.2353
H -2.858 -3.402 -5.227 0.3577
H -3.007 -2.492 -6.554 0.3451
H -4.372 -2.462 -5.327 0.3774
H -1.755 -0.934 -5.095 0.4123
H -4.446 0.011 -4.862 0.4267
H -2.990 0.629 -4.162 0.1504
H -3.961 -0.345 -3.161 0.0207
H -2.908 -2.533 -3.223 0.1873


[2]
117
Properties=species:S:1:pos:R:3:mulliken_charge:R:1 method="wB97M-V/def2-TZVPD" e_tot_ha=-4700.566125 molar_mass_da=818.25 charge=+1 homo_ev=-10.037
C 5.281 -1.518 6.393 -0.7789
C 5.635 -1.075 4.822 -0.1551
O 5.546 -2.192 3.870 -0.4313
P 3.893 -2.465 3.342 0.8730
O 3.032 -1.133 3.218 -0.6452
C 4.025 -3.200 1.547 -0.0215
C 3.225 -4.603 1.345 -0.5890
N 2.608 -4.848 -0.004 0.2097
C 1.591 -5.958 0.349 -0.5781
C 0.189 -5.129 0.737 -0.4904
C 0.578 -3.525 0.461 -0.1778
C 1.735 -3.823 -0.683 -0.2086
C 2.363 -2.604 -1.564 -0.7815
C 1.411 -1.231 -1.573 -0.5394
C 1.805 -0.154 -0.402 0.3392
C 2.555 1.209 -0.940 -0.5218
N 3.317 1.044 -2.235 -0.1963
C 4.267 2.189 -2.513 0.3769
C 5.334 1.945 -3.778 -0.8283
O 4.249 3.351 -1.818 -0.5264
O 3.174 -3.554 4.492 -0.3975
C 1.716 -3.389 4.593 0.2971
C 1.214 -2.230 5.638 -0.7277
H 5.530 -2.675 6.540 0.2284
H 4.174 -1.285 6.694 0.0950
H 5.972 -0.902 7.142 0.3423
H 6.787 -0.762 4.856 0.2618
H 5.062 -0.098 4.488 0.2013
H 5.178 -3.422 1.345 0.4687
H 3.731 -2.324 0.835 -0.3355
H 4.026 -5.473 1.507 0.3465
H 2.479 -4.714 2.262 0.3477
H 3.198 -5.252 -0.765 0.4528
H 1.246 -6.628 -0.577 0.2695
H 2.048 -6.641 1.183 0.3798
H 0.154 -5.272 1.902 0.2196
H -0.806 -5.512 0.253 0.3680
H 1.000 -2.902 1.366 0.0116
H -0.430 -3.094 -0.010 0.2267
H 1.121 -4.454 -1.492 0.3003
H 2.359 -2.969 -2.701 0.3715
H 3.502 -2.357 -1.334 0.2390
H 0.257 -1.504 -1.434 0.2459
H 1.488 -0.804 -2.676 0.4241
H 2.398 -0.630 0.515 -0.4292
H 0.772 0.212 0.072 0.2736
H 3.328 1.527 -0.099 0.3212
H 1.783 2.117 -1.010 0.0904
H 2.583 1.108 -2.999 0.3042
H 5.182 0.834 -4.186 0.2467
H 6.430 1.984 -3.358 0.2827
H 5.134 2.661 -4.686 0.2732
H 1.294 -4.424 5.012 0.3369
H 1.297 -3.261 3.501 -0.2692
H 0.579 -1.449 4.997 0.2255
H 2.076 -1.620 6.147 0.0532
H 0.457 -2.708 6.394 0.2985
C 3.013 3.256 4.954 -0.9246
S 4.600 3.016 4.120 0.6353
O 5.393 2.036 4.933 -0.6757
C 5.248 4.668 4.474 -1.0324
H 2.444 2.326 4.893 0.2446
H 3.177 3.511 6.004 0.3582
H 2.455 4.054 4.457 0.3642
H 5.274 4.835 5.553 0.3276
H 4.618 5.418 3.992 0.3703
H 6.262 4.736 4.072 0.3175
C 2.662 6.039 -2.556 -0.9632
S 1.156 5.492 -1.716 0.6427
O 0.173 5.084 -2.773 -0.6193
C 0.669 7.130 -1.122 -1.0178
H 3.123 5.175 -3.040 0.1720
H 2.417 6.789 -3.312 0.4069
H 3.357 6.456 -1.824 0.3756
H 0.547 7.812 -1.966 0.3099
H 1.429 7.511 -0.438 0.3541
H -0.282 7.037 -0.591 0.3291
C -3.344 -1.522 0.201 -0.5723
S -3.373 -2.709 1.565 0.4814
O -2.827 -4.006 1.046 -0.5989
C -5.174 -2.867 1.636 -0.8679
H -2.303 -1.301 -0.045 0.0832
H -3.840 -1.946 -0.675 0.2010
H -3.845 -0.601 0.507 0.4012
H -5.557 -3.208 0.672 0.2196
H -5.615 -1.902 1.895 0.3480
H -5.428 -3.599 2.407 0.4085
C -2.545 3.517 -2.931 -0.7029
S -3.928 4.514 -2.327 0.4590
O -4.298 3.996 -0.969 -0.6175
C -5.146 3.876 -3.504 -0.5882
H -1.670 3.725 -2.312 0.1630
H -2.792 2.455 -2.863 0.2694
H -2.326 3.786 -3.967 0.3490
H -5.233 2.792 -3.400 -0.0951
H -4.841 4.133 -4.520 0.3660
H -6.112 4.339 -3.288 0.3776
C -8.531 -0.791 -0.912 -1.0330
S -6.944 -1.032 -1.746 0.4743
O -6.151 -2.011 -0.933 -0.6237
C -6.296 0.620 -1.392 -1.0107
H -9.100 -1.721 -0.973 0.3591
H -8.367 -0.536 0.138 0.3059
H -9.088 0.006 -1.409 0.3592
H -6.269 0.788 -0.313 0.5246
H -6.926 1.371 -1.874 0.4407
H -5.282 0.688 -1.794 0.1410
C -7.511 -0.643 -6.130 -1.0127
S -6.012 -0.158 -5.240 0.5000
O -6.437 0.638 -4.042 -0.5069
C -5.425 1.011 -6.490 -0.9946
H -8.066 -1.353 -5.513 0.3015
H -8.133 0.234 -6.321 0.3157
H -7.237 -1.122 -7.073 0.4123
H -6.175 1.787 -6.658 0.3061
H -5.219 0.479 -7.421 0.4327
H -4.503 1.473 -6.127 0.2763


[3]
122
Properties=species:S:1:pos:R:3:mulliken_charge:R:1 method="wB97M-V/def2-TZVPD" e_tot_ha=-4256.943229 molar_mass_da=829.25 charge=0 homo_ev=-8.818 relative_energy_kj_mol=47.3
C 2.298 0.880 -5.072 -0.7283
C 2.115 2.346 -4.751 0.5327
O 2.928 3.005 -4.086 -0.6771
N 1.019 3.056 -5.245 -0.0128
C -0.050 2.637 -6.102 -0.9453
H 3.343 0.575 -5.121 0.3326
H 1.812 0.453 -5.949 0.3729
H 2.034 0.490 -4.089 0.0011
H 1.145 4.058 -5.288 0.2285
H -0.013 3.072 -7.101 0.2864
H -0.904 3.109 -5.616 0.2954
H -0.282 1.573 -6.116 0.3400
C -3.547 -2.726 -1.040 -0.5805
C -4.906 -2.005 -1.062 0.3831
O -5.172 -1.297 -1.954 -0.6212
N -5.639 -2.316 -0.003 0.0742
C -6.988 -1.945 0.274 -1.0946
H -2.952 -2.204 -0.290 0.1398
H -2.999 -2.806 -1.979 0.1178
H -3.381 -3.753 -0.715 0.5532
H -5.415 -3.049 0.655 0.2527
H -7.091 -1.350 1.181 0.3162
H -7.622 -2.809 0.471 0.3427
H -7.485 -1.364 -0.504 0.3476
C 0.727 5.534 -1.734 -0.8873
C -0.133 5.202 -0.544 0.6686
O -1.269 4.921 -0.803 -0.6176
N 0.342 5.309 0.702 -0.1306
C -0.435 4.922 1.794 -0.7509
H 1.389 6.342 -1.422 0.3687
H 0.106 5.938 -2.534 0.3067
H 1.240 4.637 -2.082 0.0705
H 1.262 5.704 0.831 0.2817
H 0.157 4.794 2.700 0.3836
H -0.958 3.985 1.596 0.0198
H -1.201 5.672 1.991 0.3287
C -2.944 -2.535 -4.828 -1.0117
C -2.347 -1.079 -4.630 0.6715
O -2.048 -0.402 -5.597 -0.6863
N -2.395 -0.624 -3.399 0.3705
C -2.135 0.819 -3.228 -0.4448
H -2.498 -3.246 -4.133 0.2504
H -2.819 -2.899 -5.848 0.3522
H -4.022 -2.428 -4.703 0.2649
H -2.854 -1.223 -2.729 -0.2921
H -1.418 0.956 -2.419 0.0508
H -3.140 1.215 -3.085 0.3523
H -1.743 1.395 -4.066 -0.0422
C 7.098 0.327 2.618 -0.8252
C 7.070 -0.257 1.317 0.7723
O 7.835 0.174 0.504 -0.6669
N 6.073 -1.095 1.048 -0.0518
C 6.011 -1.679 -0.265 -0.5957
H 6.659 1.313 2.464 -0.0009
H 8.103 0.599 2.942 0.3299
H 6.436 -0.099 3.372 0.3166
H 5.548 -1.231 1.899 0.0906
H 4.960 -1.634 -0.550 -0.0024
H 6.364 -2.696 -0.094 0.3449
H 6.616 -1.203 -1.037 0.3110
C -3.170 -1.202 2.477 -0.0345
C -3.456 -2.583 2.897 0.4523
O -4.286 -3.179 2.194 -0.7768
N -2.858 -3.112 3.984 -0.0575
C -3.009 -4.454 4.585 -0.9747
H -2.235 -1.207 1.917 -0.1121
H -3.226 -0.491 3.301 0.6262
H -3.817 -0.887 1.658 -0.2754
H -2.343 -2.495 4.594 0.1489
H -2.048 -4.926 4.787 0.2628
H -3.669 -5.123 4.033 0.3327
H -3.489 -4.336 5.556 0.3543
C 5.798 4.294 1.362 -1.1585
S 4.837 2.705 0.906 0.6764
O 4.408 2.071 2.207 -0.5827
C 3.471 3.592 0.090 -0.8615
H 6.330 4.674 0.489 0.4062
H 6.681 4.059 1.956 0.3412
H 5.221 5.141 1.732 0.3272
H 3.959 4.145 -0.713 0.5384
H 2.873 4.177 0.788 0.2450
H 2.781 2.872 -0.350 0.0421
C -3.519 1.868 0.550 -0.3798
S -4.334 2.408 2.173 0.5374
O -3.762 3.749 2.541 -0.6294
C -5.998 2.848 1.517 -0.9166
H -3.696 2.550 -0.282 0.6562
H -4.092 0.961 0.354 0.1223
H -2.459 1.661 0.695 -0.2879
H -6.548 3.363 2.305 0.3592
H -6.385 1.829 1.484 0.2474
H -6.040 3.250 0.504 0.3141
C 2.744 -4.952 -1.554 -0.2214
S 1.024 -5.583 -2.006 0.4479
O 1.029 -7.083 -1.901 -0.6283
C -0.163 -4.905 -0.745 -0.5851
H 3.268 -5.492 -0.766 0.3572
H 2.586 -3.911 -1.270 -0.3705
H 3.376 -4.693 -2.403 0.3865
H -0.440 -3.863 -0.909 -0.0841
H 0.097 -5.135 0.288 0.4277
H -1.153 -5.316 -0.941 0.3544
C 0.539 1.110 0.647 -1.0788
S 0.483 -0.706 0.415 0.5084
O -0.807 -1.057 -0.330 -0.5053
C 1.906 -0.903 -0.632 -0.9932
H 0.532 1.525 -0.361 0.4025
H 1.408 1.231 1.295 0.4884
H -0.277 1.399 1.310 0.1768
H 2.445 -1.795 -0.313 0.1158
H 2.707 -0.164 -0.628 0.3257
H 1.509 -1.048 -1.637 0.4253
C 1.677 -1.206 4.232 -0.8482
S 0.796 -1.225 5.936 0.3965
O -0.672 -1.242 5.632 -0.5733
C 1.409 -2.870 6.426 -0.9992
H 2.757 -1.356 4.266 0.4691
H 1.506 -0.239 3.759 0.1839
H 1.239 -1.990 3.614 0.2712
H 2.483 -2.996 6.561 0.3814
H 1.167 -3.700 5.762 0.3141
H 1.017 -3.113 7.414 0.3545


[4]
114
Properties=species:S:1:pos:R:3:mulliken_charge:R:1 method="wB97M-V/def2-TZVPD" e_tot_ha=-2027.132641 molar_mass_da=611.90 smiles=CC1(C)CCCC(C)(C)N1O.CC1(C)CCCC(C)(C)N1O.CC1(C)CCCC(C)(C)N1O.CO.O.O.O.O.O.O charge=0 homo_ev=-7.423 relative_energy_kj_mol=0.0
C 14.755 2.770 -26.980 -1.8810
C 13.446 2.103 -26.555 1.6098
C 13.556 0.564 -26.679 -1.9752
C 13.196 2.377 -24.989 -1.1295
C 12.884 3.853 -24.648 -1.0618
C 11.673 4.234 -25.500 -0.9088
C 11.772 4.071 -27.014 1.8136
C 10.297 4.118 -27.477 -2.0032
C 12.528 5.210 -27.730 -1.8173
N 12.317 2.747 -27.301 1.0320
O 12.118 2.182 -28.584 -0.6051
H 14.776 3.827 -26.716 0.2970
H 15.587 2.242 -26.514 0.4349
H 14.970 2.736 -28.048 0.3434
H 12.632 0.093 -26.342 0.2103
H 13.567 0.225 -27.714 0.4857
H 14.483 0.175 -26.258 0.4181
H 12.304 1.825 -24.690 0.2070
H 14.039 1.912 -24.480 0.5722
H 12.578 3.916 -23.604 0.4112
H 13.768 4.481 -24.760 0.4761
H 11.404 5.275 -25.321 0.6433
H 10.835 3.714 -25.036 -0.1459
H 10.358 4.047 -28.563 0.4928
H 9.755 4.989 -27.109 0.3511
H 9.661 3.293 -27.156 0.2459
H 12.580 5.018 -28.801 0.4161
H 13.524 5.402 -27.330 0.3101
H 11.983 6.146 -27.609 0.4098
H 11.400 1.575 -28.393 0.4094
C 12.583 -1.894 -18.188 -2.0531
C 12.524 -0.504 -18.851 1.6646
C 11.190 0.085 -18.424 -1.6181
C 13.708 0.329 -18.355 -1.1755
C 14.098 1.467 -19.282 -0.7741
C 14.263 0.990 -20.694 -1.2299
C 13.030 0.195 -21.204 1.7406
C 11.997 1.208 -21.690 -0.7544
C 13.517 -0.505 -22.538 -2.1254
N 12.568 -0.852 -20.271 0.3779
O 11.479 -1.629 -20.847 -0.4660
H 13.349 -2.517 -18.651 0.4624
H 12.702 -1.803 -17.109 0.4175
H 11.619 -2.395 -18.278 0.4295
H 11.219 0.245 -17.346 0.5421
H 11.070 1.042 -18.932 0.2489
H 10.343 -0.560 -18.654 0.3164
H 13.517 0.825 -17.404 0.3807
H 14.532 -0.362 -18.179 0.4249
H 13.340 2.250 -19.246 0.2958
H 15.025 1.908 -18.915 0.4454
H 15.181 0.402 -20.722 0.5710
H 14.404 1.885 -21.300 0.2271
H 11.154 0.655 -22.105 0.4242
H 12.380 1.869 -22.468 -0.2779
H 11.560 1.697 -20.820 0.0262
H 12.721 -0.882 -23.181 0.2801
H 14.097 -1.395 -22.293 0.6160
H 14.237 0.115 -23.071 0.3514
H 11.843 -2.515 -20.918 0.3406
C 5.498 0.634 -30.940 -1.8028
C 6.264 1.746 -30.191 1.3688
C 7.485 2.154 -31.011 -1.4360
C 5.343 3.041 -30.016 -1.2195
C 4.186 2.781 -28.959 -0.9049
C 4.844 2.406 -27.591 -0.9848
C 5.821 1.231 -27.636 1.7035
C 6.743 1.230 -26.380 -1.9966
C 5.004 -0.120 -27.680 -1.7374
N 6.718 1.320 -28.852 0.7319
O 7.683 0.309 -28.938 -0.4876
H 4.546 0.335 -30.501 0.3423
H 5.091 1.038 -31.867 0.4438
H 6.079 -0.268 -31.131 0.3543
H 8.000 1.405 -31.612 0.3306
H 7.180 2.945 -31.696 0.4388
H 8.264 2.504 -30.335 0.0144
H 5.970 3.842 -29.626 0.3899
H 4.955 3.344 -30.988 0.5127
H 3.549 3.663 -29.024 0.4095
H 3.605 1.948 -29.353 0.3473
H 4.022 2.271 -26.887 0.4647
H 5.365 3.283 -27.208 0.3439
H 7.478 2.027 -26.494 0.0315
H 7.425 0.383 -26.313 0.3408
H 6.145 1.351 -25.476 0.5501
H 5.567 -0.988 -28.022 0.4233
H 4.277 -0.157 -28.491 0.3538
H 4.473 -0.341 -26.754 0.3916
H 8.526 0.765 -28.881 0.3781
C 7.457 5.549 -24.721 -0.6359
O 8.520 4.870 -24.161 -0.4303
H 7.618 5.733 -25.783 0.2208
H 6.508 5.044 -24.540 0.2351
H 7.518 6.569 -24.342 0.3039
H 8.419 3.920 -24.254 0.2091
O 8.745 2.813 -20.877 -0.6437
H 9.267 2.894 -21.675 0.2669
H 9.336 3.083 -20.174 0.2758
O 5.421 2.946 -22.894 -0.6107
H 6.272 2.563 -22.679 0.2994
H 5.282 3.615 -22.224 0.2877
O 8.721 -0.075 -20.927 -0.7721
H 8.544 0.855 -20.787 0.4433
H 9.541 -0.236 -20.460 0.0881
O 10.047 0.613 -27.514 -0.5234
H 9.676 0.926 -26.689 0.0920
H 10.115 -0.335 -27.401 0.2529
O 7.021 0.612 -22.759 -0.4973
H 7.592 0.030 -22.257 0.2241
H 6.166 0.182 -22.741 0.2388
O 9.149 1.746 -23.907 0.1933
H 8.346 1.360 -23.557 0.1590
H 9.853 1.321 -23.417 0.0561